This record from the Open Molecules 2025 dataset describes C21H22N4O5S in the gas phase in a non-equilibrium geometry. The level of theory is ωB97M-V/def2-TZVPD.

## Properties
- Charge: 0
- Structure (SMILES): COc1cc(C(=O)Nc2nnc(CC(=O)NCc3ccccc3)s2)cc(OC)c1OC
- Energy relative to the best compared isomer or geometry (same formula, charge and spin): 187.4 kJ/mol
- 2S+1: 1
- Lowest unoccupied orbital energy: 0.181 eV
- Frontier orbital gap: 9.0 eV

Geometry as XYZ:
```
53
Properties=species:S:1:pos:R:3:forces:R:3
C -6.405865 -1.992447 -1.420799 -0.4385 -0.0177 -0.1838
O -5.018536 -2.136499 -1.199372 0.2494 0.0096 0.1285
C -4.287120 -1.177524 -0.590916 0.2330 0.1708 0.0995
C -2.925527 -1.470824 -0.505412 0.0189 0.0593 0.0904
C -2.030783 -0.612451 0.111749 -0.5876 0.0347 -0.2623
C -0.611046 -1.028499 0.175906 0.0223 0.2367 0.3375
O -0.107856 -1.834601 -0.578573 -0.1936 -0.1497 -0.1973
N 0.126049 -0.448823 1.178698 -0.4343 0.0672 0.0853
C 1.466882 -0.669067 1.302081 0.7513 -0.6163 -0.5924
N 2.209881 -0.054366 2.161431 -1.4658 0.5145 0.2320
N 3.490047 -0.397130 2.067811 1.3409 -0.2937 0.1936
C 3.737224 -1.286211 1.165449 -0.8598 -0.4121 -0.0976
C 5.115378 -1.653446 0.766480 0.1755 0.0860 -0.4269
C 5.492009 -0.642158 -0.335914 0.2511 -0.3066 0.6184
O 5.770647 -0.975702 -1.462857 -0.0608 -0.1357 -0.5283
N 5.442570 0.637073 0.100259 0.2902 0.3724 0.2224
C 5.145492 1.720737 -0.824748 -0.0469 -0.0813 -0.0931
C 3.644587 1.820004 -0.954613 0.0745 0.0987 -0.0569
C 2.910495 2.630855 -0.099314 0.0172 0.0149 -0.0907
C 1.527199 2.628601 -0.147281 -0.0606 0.0659 0.0602
C 0.864800 1.808460 -1.044833 -0.0791 0.0278 -0.0380
C 1.589401 0.988115 -1.893497 -0.0466 -0.0200 -0.0412
C 2.972208 0.993076 -1.847282 0.0178 0.0710 -0.0578
S 2.313730 -1.796655 0.273860 0.6008 0.4574 0.7579
C -2.483902 0.611823 0.593163 -0.1346 -0.0124 0.0017
C -3.825874 0.939542 0.489584 0.1246 0.0706 0.0180
O -4.210086 2.163491 0.986886 0.0318 -0.5228 0.1021
C -4.822958 3.044381 0.058523 -0.0975 0.2473 -0.2334
C -4.754880 0.031943 -0.050116 -0.3013 0.0720 0.0801
O -6.102417 0.343827 -0.066724 0.6344 0.0036 -0.2685
C -6.700310 0.470361 1.213611 -0.1662 -0.0481 0.3095
H -6.637242 -1.067344 -1.951154 0.0054 -0.1098 0.0382
H -6.681956 -2.848179 -2.036517 0.0040 0.0643 0.0521
H -6.970382 -2.026287 -0.485815 0.0390 0.0222 -0.0600
H -2.576288 -2.406224 -0.912388 0.0301 -0.1007 -0.0505
H -0.284219 0.208001 1.826011 0.0217 -0.0880 -0.0624
H 5.164663 -2.659127 0.353557 0.1174 0.0717 -0.0007
H 5.793337 -1.552822 1.613917 -0.0597 -0.0301 0.0356
H 5.091151 0.774172 1.041329 -0.0395 -0.1057 -0.1303
H 5.576932 2.645361 -0.436004 -0.0168 -0.0480 -0.1054
H 5.606866 1.467993 -1.781149 -0.0007 0.1260 0.1095
H 3.423134 3.264561 0.610117 0.0665 0.0787 0.0861
H 0.967722 3.265855 0.522219 -0.0555 0.0622 0.0591
H -0.215491 1.803687 -1.085524 -0.1004 0.0248 -0.0087
H 1.075613 0.334121 -2.581887 -0.0483 -0.0644 -0.0756
H 3.538290 0.342759 -2.497547 0.0860 -0.0733 -0.0806
H -1.824024 1.352301 1.017868 0.0618 0.1154 0.0379
H -4.116786 3.316956 -0.732294 -0.0235 -0.0063 0.0520
H -5.717412 2.612645 -0.394592 0.0560 0.0066 0.0578
H -5.091112 3.931910 0.628415 0.0095 0.0013 -0.0760
H -6.686074 -0.488924 1.742413 -0.0105 0.0400 -0.0495
H -7.730430 0.770153 1.029819 0.0149 -0.0241 0.0686
H -6.200660 1.222035 1.827961 -0.0177 -0.0270 -0.0664
```
Positions in Å, forces in eV/Å.

---

This record from the Open Molecules 2025 dataset describes a molecular structure, C18H27N3O4ReS in a non-equilibrium geometry. The level of theory is ωB97M-V/def2-TZVPD.

## Properties
- Charge: +4
- Energy relative to the best compared isomer or geometry (same formula, charge and spin): 624.9 kJ/mol
- 2S+1: 2
- Lowest unoccupied orbital energy (alpha / beta): -16.288 / -16.287 eV
- Frontier orbital gap (alpha / beta): 4.9 / 6.2 eV

Geometry as XYZ:
```
54
Properties=species:S:1:pos:R:3:forces:R:3
Re 1.879778 0.526793 -1.914938 -1.5517 -0.4870 0.2483
C 0.090138 3.243125 -5.344878 -0.0406 -0.0668 0.0544
C -0.119323 2.789863 -3.862615 0.1019 0.1690 0.1581
C -1.574956 2.458353 -3.582333 -0.0205 -0.0098 0.0176
C 0.831689 1.657917 -3.705760 0.3241 -0.0463 0.1976
C 2.251303 1.859863 -3.652799 0.3164 0.0603 -0.1031
C 3.182494 0.783945 -3.731383 0.0819 0.4350 0.1893
C 2.764068 -0.579671 -3.749053 0.0150 0.2180 0.3183
C 3.753915 -1.691548 -3.825625 0.0006 -0.1769 0.0690
C 1.365455 -0.793698 -3.519697 0.0923 -0.0493 -0.0766
C 0.438212 0.305146 -3.443863 -0.2947 -0.2367 -0.6337
H -0.583473 4.085345 -5.501406 0.0109 0.0122 -0.0455
H -0.180040 2.449740 -6.042272 0.0130 0.0156 -0.0146
H 1.108051 3.578656 -5.536969 -0.0052 0.0098 -0.0391
H 0.224253 3.622837 -3.235906 -0.0076 -0.0495 -0.0257
H -1.984954 1.770543 -4.324962 0.0024 -0.0031 0.0137
H -2.160194 3.374841 -3.636139 -0.0282 -0.0179 -0.0244
H -1.731345 2.044343 -2.583101 -0.0294 0.0326 0.0022
H 2.653693 2.868712 -3.605211 -0.0462 0.0217 -0.0258
H 4.240717 1.028395 -3.753637 0.0221 -0.0610 0.0053
H 4.079024 -2.017164 -2.831238 0.0101 -0.0033 -0.0594
H 4.638087 -1.365498 -4.372365 0.0069 -0.0330 -0.0044
H 3.309212 -2.555858 -4.320535 0.0250 0.0098 -0.0184
H 1.006925 -1.807562 -3.358843 -0.0799 0.0203 0.0035
H -0.609981 0.089783 -3.259366 -0.0103 -0.0662 -0.0136
C -4.201507 -2.413638 6.765796 0.0552 0.1172 -0.0409
C -3.404894 -2.823966 5.624242 -0.0508 -0.2538 0.0194
S -2.390612 -0.985390 4.909340 0.1011 -0.1780 -0.1804
O -3.439756 -0.271849 4.257072 -0.1511 0.1058 -0.1103
O -1.695011 -0.576002 6.081223 0.1406 0.1365 0.2122
C -1.148327 -1.451581 3.638632 -0.0102 -0.0066 0.0418
C -0.593653 -0.123922 3.093834 0.0366 0.1042 0.0440
N 0.367604 -0.261505 1.958993 0.0605 -0.0214 -0.2963
C 0.136942 0.169807 0.716328 -0.3380 0.2833 0.2964
N 1.273060 0.039751 -0.030959 1.1429 0.1640 -0.3957
C 2.259610 -0.484724 0.813671 0.1455 -0.1462 0.3953
C 1.703168 -0.664354 2.022323 0.2471 0.1650 -0.1811
N 2.406850 -1.167175 3.207777 -0.1741 -0.6048 -0.1455
O 3.547366 -1.477937 3.013600 -0.0095 0.2328 0.0751
O 1.746208 -1.283052 4.216347 0.0571 0.2391 -0.0079
C -1.126600 0.771258 0.229769 -0.0157 -0.0133 0.0086
H -4.678192 -3.398025 7.008428 -0.0230 0.0394 0.0522
H -5.021485 -1.734714 6.535347 -0.0344 -0.0524 0.0068
H -3.628676 -2.118124 7.642171 -0.0190 -0.0497 0.0210
H -3.910219 -3.029958 4.681495 0.0034 0.0507 -0.0052
H -2.485660 -3.381120 5.805819 0.0151 0.0381 0.0115
H -1.663294 -2.059757 2.895127 -0.0414 0.0634 -0.0128
H -0.393033 -2.020725 4.173402 0.0140 -0.0668 -0.0243
H -0.052713 0.406570 3.877116 -0.0508 -0.0096 0.0222
H -1.399452 0.511614 2.732965 0.0070 -0.0083 0.0068
H 3.281582 -0.690966 0.523425 0.0033 -0.0193 0.0002
H -1.263554 1.768863 0.657241 -0.0185 -0.0076 0.0100
H -1.989291 0.160901 0.499038 -0.0126 0.0098 -0.0161
H -1.109234 0.862541 -0.854650 0.0114 -0.0090 0.0001
```
Positions in Å, forces in eV/Å.

---

This record from the Open Molecules 2025 dataset describes a molecular structure, C43H33ClN5O6P2Se2Ta. The level of theory is ωB97M-V/def2-TZVPD.

## Properties
- Charge: +2
- Energy relative to the best compared isomer or geometry (same formula, charge and spin): 64.4 kJ/mol
- 2S+1: 1
- Lowest unoccupied orbital energy: -7.188 eV
- Frontier orbital gap: 5.1 eV

Geometry as XYZ:
```
93
Properties=species:S:1:pos:R:3:forces:R:3
Ta -0.494687 -0.447790 0.573235 0.3215 -0.4843 -0.7453
C 2.030780 -0.901316 -1.503867 0.0395 -0.0105 -0.0072
O 1.415669 -0.112635 -0.438166 -0.0396 -0.0440 0.0719
C 2.294484 0.712734 0.290826 0.0798 0.0230 0.0344
C 3.668761 0.637778 0.248568 -0.0119 0.0066 -0.0175
C 4.379088 1.535616 1.036707 -0.0127 0.0085 0.0077
C 3.723229 2.461592 1.839103 0.0038 -0.0122 -0.0128
C 2.339740 2.509688 1.874564 0.0070 0.0072 0.0167
C 1.627890 1.620863 1.086495 -0.0985 -0.0024 -0.0198
N 0.206506 1.509682 1.029378 -0.0248 0.0356 0.0714
N -0.399309 2.574826 1.445397 -0.0219 0.0247 -0.0101
C -1.711239 2.732263 1.478364 0.0357 0.0229 -0.0006
C -2.613980 1.741613 1.007329 0.0190 -0.0580 -0.0156
O -2.106815 0.605117 0.587762 0.0031 -0.0080 0.1695
C -3.990869 1.955625 0.969438 -0.0188 0.0266 0.0214
C -4.471050 3.152768 1.431544 -0.0053 -0.0184 -0.0044
C -3.633327 4.183725 1.936963 -0.0084 0.0026 0.0109
C -4.187088 5.390626 2.405160 0.0043 -0.0027 -0.0093
C -3.370117 6.379703 2.889452 0.0107 0.0053 0.0011
C -1.982376 6.187008 2.915731 -0.0105 0.0124 0.0061
C -1.416682 5.015587 2.462825 -0.0080 -0.0159 -0.0111
C -2.234291 3.996136 1.968292 0.0045 0.0131 0.0076
H 2.595642 -0.212347 -2.126489 -0.0004 0.0086 0.0042
H 2.664214 -1.665066 -1.060288 -0.0042 0.0083 0.0121
H 1.215492 -1.344291 -2.061968 -0.0038 0.0181 0.0078
H 4.188896 -0.083949 -0.361985 0.0047 -0.0068 -0.0011
H 5.459395 1.500120 1.026266 0.0009 0.0031 0.0019
H 4.296338 3.142458 2.452195 0.0029 0.0004 0.0010
H 1.814530 3.209465 2.507561 0.0035 -0.0013 -0.0004
H -4.640017 1.178661 0.592512 0.0024 -0.0047 0.0014
H -5.540212 3.329826 1.417126 0.0006 0.0051 0.0035
H -5.260746 5.525192 2.376569 -0.0004 -0.0037 0.0008
H -3.792244 7.307276 3.249863 0.0028 0.0011 0.0024
H -1.344086 6.971671 3.299165 -0.0012 0.0024 -0.0015
H -0.345229 4.881895 2.487784 0.0023 0.0004 -0.0032
Se -1.069478 -6.991107 -0.667523 -0.0751 0.0651 -0.0893
P 0.877056 -6.222997 -0.855582 0.0029 0.0283 0.0140
C 2.129122 -7.043886 0.138894 0.0054 -0.0156 0.0032
C 1.787815 -7.408251 1.441123 -0.0084 0.0132 -0.0067
C 2.722691 -8.031580 2.248097 0.0014 -0.0002 -0.0035
C 3.992412 -8.305177 1.755161 0.0024 0.0010 0.0004
C 4.328086 -7.957032 0.455913 0.0029 -0.0052 -0.0013
C 3.399134 -7.324087 -0.356887 -0.0112 0.0121 -0.0004
C 1.503204 -6.072970 -2.542962 0.0437 -0.0160 0.0104
C 1.042569 -6.949824 -3.517749 -0.0043 -0.0026 -0.0052
C 1.575224 -6.896430 -4.798673 -0.0255 -0.0021 -0.0101
C 2.553389 -5.963756 -5.107820 0.0271 0.0272 0.0186
C 3.008952 -5.078564 -4.136328 -0.0054 -0.0337 -0.0110
C 2.489540 -5.135291 -2.853031 -0.0081 -0.0001 -0.0101
C 0.876001 -4.506391 -0.258718 0.0044 0.0261 -0.0641
C -0.074591 -3.525102 -0.448895 0.0068 0.0251 0.0715
N 0.347903 -2.452707 0.274953 -0.1476 0.0599 0.0207
N 1.510275 -2.768136 0.858960 -0.0020 0.0531 -0.0464
N 1.840793 -3.979294 0.536697 -0.0394 -0.0926 0.0514
P -1.533057 -3.322154 -1.441574 0.0699 -0.0791 0.0584
Se -1.529104 -1.098899 -1.711627 0.0026 0.1404 0.2124
C -3.015064 -3.729155 -0.548828 -0.0280 -0.0006 -0.0108
C -4.252399 -3.443334 -1.132025 0.0167 -0.0240 -0.0365
C -5.411957 -3.735337 -0.437621 0.0022 0.0046 0.0131
C -5.335650 -4.294809 0.833814 -0.0144 0.0063 -0.0104
C -4.105294 -4.562408 1.415822 0.0207 0.0086 -0.0007
C -2.935541 -4.281112 0.727248 0.0040 -0.0057 0.0117
C -1.461491 -3.992191 -3.086044 0.0294 -0.0489 -0.0219
C -2.347202 -4.993735 -3.479984 0.0324 0.0196 0.0110
C -2.287345 -5.475200 -4.778041 0.0035 -0.0058 0.0109
C -1.345828 -4.973030 -5.663922 -0.0020 -0.0186 -0.0158
C -0.452919 -3.984082 -5.266307 -0.0095 -0.0094 0.0131
C -0.513539 -3.486489 -3.979685 0.0162 0.0097 0.0384
H 0.786302 -7.221771 1.809343 0.0045 -0.0009 0.0005
H 2.458668 -8.317001 3.257336 -0.0010 0.0001 -0.0005
H 4.718536 -8.802766 2.384097 0.0009 0.0005 0.0004
H 5.312029 -8.185266 0.069272 0.0008 -0.0003 -0.0023
H 3.665563 -7.068230 -1.373215 -0.0001 0.0136 -0.0183
H 0.272920 -7.670259 -3.267827 -0.0020 -0.0006 -0.0029
H 1.227621 -7.588976 -5.554171 0.0012 0.0020 0.0047
H 2.971745 -5.930661 -6.105358 0.0015 0.0034 -0.0023
H 3.783862 -4.362410 -4.376589 0.0054 0.0049 -0.0035
H 2.868363 -4.469556 -2.084547 0.0033 -0.0078 -0.0062
H -4.308898 -3.006248 -2.122583 -0.0032 -0.0003 0.0027
H -6.374893 -3.531926 -0.885605 0.0021 0.0004 -0.0045
H -6.245398 -4.526958 1.371411 0.0009 -0.0024 -0.0003
H -4.053830 -5.006095 2.400636 0.0034 -0.0002 -0.0012
H -1.975232 -4.519517 1.164762 0.0104 -0.0140 -0.0057
H -3.064899 -5.398708 -2.782392 -0.0175 -0.0336 0.0540
H -2.974239 -6.248570 -5.093267 0.0003 0.0017 0.0013
H -1.304777 -5.354586 -6.675830 -0.0026 0.0003 0.0043
H 0.281441 -3.600302 -5.960801 0.0010 -0.0004 0.0016
H 0.166905 -2.699981 -3.673665 -0.0009 -0.0268 -0.0148
O 0.604990 -0.777152 2.487599 -0.2573 0.2033 -0.0674
Cl -0.655281 -1.009714 3.267558 -0.1148 0.1484 0.3454
O -1.167842 0.228130 3.717601 0.0822 -0.2149 0.0076
O -0.516679 -1.995207 4.236986 0.0726 -0.0975 -0.1334
O -1.532889 -1.489700 2.109924 0.0166 0.3175 0.0314
```
Positions in Å, forces in eV/Å.

---

This record from the Open Molecules 2025 dataset describes 3 unconnected molecules or ions with the total composition C4H9FO in a non-equilibrium geometry. The level of theory is ωB97M-V/def2-TZVPD.

## Properties
- Charge: 0
- Energy relative to the best compared isomer or geometry (same formula, charge and spin): 5.6 kJ/mol
- 2S+1: 3
- Lowest unoccupied orbital energy (alpha / beta): 0.671 / -2.622 eV
- Frontier orbital gap (alpha / beta): 8.1 / 8.5 eV

Geometry as XYZ:
```
15
Properties=species:S:1:pos:R:3:forces:R:3
C -0.894096 -1.106655 -0.962898 -0.4248 -0.7129 -0.8429
C -0.883729 0.020791 1.249625 3.1653 3.4264 0.4257
C 1.707826 0.868070 -0.598697 -1.6545 3.3923 -2.2559
C -0.794311 0.209982 -0.241761 -2.0435 1.0591 -0.5451
O 2.376292 0.023308 -0.221705 1.1998 -3.5721 -0.1418
F 3.527697 0.349741 1.158671 1.4863 0.5006 1.8038
H -0.891516 -0.997682 -2.067952 0.6807 -0.0481 0.5313
H -1.906404 -1.602905 -0.840283 1.1723 0.4571 0.5446
H -0.064354 -1.756396 -0.573413 -0.8817 0.2240 -0.7201
H -0.675170 1.129031 1.645870 -0.2161 -2.4606 -0.1065
H -0.130721 -0.704661 1.670093 -0.7708 0.8031 -0.4594
H -1.840653 -0.182882 1.549383 -2.3882 -0.9271 0.8702
H 0.136764 0.799478 -0.463859 -0.5768 -0.9403 -0.2328
H 1.897880 1.971859 -0.669768 0.5192 0.0615 0.3701
H -1.565499 0.978922 -0.633309 0.7327 -1.2629 0.7590
```
Positions in Å, forces in eV/Å.

---

- Which formula does entry 1 have?
  C21H22N4O5S